# C5H5FIN

The molecule C5H5FIN at a distorted geometry (the ωB97M-V functional and the def2-TZVPD basis, OMol25).

Each atom is followed by the atoms it is bonded to, with distances in Å.
Geometry (Å):
1 C 0.8238 -0.3859 -1.0551  C2 1.569, H9 1.156, H10 1.105, H11 1.086
2 C -0.5776 -0.1617 -0.3862  C1 1.569, N3 1.343, C7 1.388
3 N -0.8513 0.2714 0.8547  C2 1.343, C4 1.355, H12 0.992
4 C -2.1831 0.4823 0.9866  N3 1.355, C5 1.361, H13 1.143
5 C -2.7461 0.2430 -0.2286  C4 1.361, F6 1.353, C7 1.386
6 F -4.0742 0.2781 -0.4838  C5 1.353
7 C -1.7608 -0.1671 -1.1127  C2 1.388, C5 1.386, I8 2.116
8 I -2.0248 -0.6880 -3.1465  C7 2.116
9 H 0.8314 -0.0986 -2.1750  C1 1.156
10 H 1.5242 0.3840 -0.6825  C1 1.105
11 H 1.0602 -1.4446 -1.1050  C1 1.086
12 H -0.2294 0.5797 1.5639  N3 0.992
13 H -2.4335 1.0568 1.9420  C4 1.143

relative energy (zero: lowest compared OMol25 entry of this formula, charge and spin)	0.0835	eV
DFT total energy	-645.80134	hartree
SMILES string	Cc1[nH]cc(F)c1I
net charge	0
2S+1	1